Model A:
Density functional theory data (ωB97M-V/def2-TZVPD) for a 2-piece molecular cluster, C3H11N2O overall.

Computed properties:
2S+1: 2
Highest occupied orbital energy (alpha / beta) (eV): -4.25 / -8.09
LUMO (alpha / beta) (eV): 0.5 / 0.5
HOMO-LUMO gap (alpha / beta) (eV): 4.8 / 8.6

Atoms and positions in Å:
H1 -0.05619 2.10397 -2.34122
H2 -0.39328 0.81403 0.00758
H3 -1.35181 -1.88578 0.86368
C1 -1.47716 -0.84068 0.62087
H4 -2.80764 0.46272 -0.36725
O1 -0.11023 2.15529 -1.37858
N1 -0.33754 -0.05091 0.52186
N2 -2.64644 -0.47277 -0.04414
H5 0.14025 3.07517 -1.22502
H6 0.92736 -1.24911 1.79280
H7 1.70777 -0.79492 -1.03855
H8 1.31100 0.35775 1.64125
C2 2.06477 -0.64837 -0.01730
H9 2.75485 0.18567 0.04246
H10 -3.29605 -1.18936 -0.29380
C3 0.92565 -0.47677 1.02340
H11 2.64469 -1.54591 0.19194


Model B:
Density functional theory data (ωB97M-V/def2-TZVPD) for a 2-piece molecular cluster, C3H11N2O overall.

Computed properties:
2S+1: 2
Highest occupied orbital energy (alpha / beta) (eV): -2.53 / -6.34
LUMO (alpha / beta) (eV): 0.4 / 0.3
HOMO-LUMO gap (alpha / beta) (eV): 2.9 / 6.6

Atoms and positions in Å:
H1 2.92777 -0.57646 -0.59467
H2 -2.04403 -0.55871 -2.59126
H3 -0.93585 1.21162 -1.46182
H4 1.37400 0.80718 0.43593
H5 -1.97624 -1.25196 1.29020
H6 0.22940 2.00915 0.35628
H7 -0.30352 -1.83452 1.28436
H8 0.41822 1.18615 1.77418
C1 -0.64050 0.14092 0.36902
N1 0.43149 1.07803 0.76331
C2 -1.10895 0.28483 -0.93650
O1 3.06475 0.18596 -0.01435
H9 -1.65676 -1.69158 -1.34619
H10 4.00596 0.38857 -0.06060
H11 -0.79713 -0.56523 2.40219
C3 -0.93804 -0.92970 1.36494
N2 -1.76388 -0.74221 -1.64892


Of them, model B has the lowest stability.


Model A:
Density functional theory data (ωB97M-V/def2-TZVPD) for C32H37AsNO2PS2Se2Si2W as an isolated structure.

Computed properties:
2S+1: 3
Highest occupied orbital energy (alpha / beta) (eV): -6.53 / -7.41
LUMO (alpha / beta) (eV): -1.2 / -1.4
HOMO-LUMO gap (alpha / beta) (eV): 5.3 / 6.0

Atoms and positions in Å:
H1 5.10704 1.83467 5.28190
C1 2.37794 -1.78722 4.37200
N1 0.10994 -1.84229 -0.18245
Si1 -3.98803 0.55272 -1.52444
H2 0.24140 4.41557 -5.33255
P1 2.51774 -0.49887 1.84236
C2 -0.54856 -3.00894 0.18266
C3 0.04745 2.71438 -4.05654
Si2 -4.44237 0.58602 1.93368
C4 3.80552 -3.98661 3.44152
C5 3.38529 -3.93683 4.76205
H3 3.86771 -2.95388 1.55990
C6 1.34520 -2.10038 -0.53139
H4 4.41478 -0.08117 3.91630
H5 0.32729 -6.31000 0.28330
H6 -6.31160 -0.40482 0.48225
C7 -1.88064 -3.10650 0.58262
H7 1.99444 -1.38661 -1.02164
S1 1.82501 -3.74481 -0.47233
H8 3.98269 4.02602 5.01469
C8 -3.29026 1.04627 -3.21775
C9 -5.01587 2.37036 2.25162
H9 3.61853 -4.75163 5.43494
H10 -5.71110 2.40004 3.09199
H11 -6.11358 1.48821 -0.51224
C10 -0.22371 2.22568 -2.77754
H12 -6.71269 -0.40534 2.20114
C11 -0.10238 0.74008 -2.63573
C12 3.52331 -2.93305 2.58690
C13 -0.52832 3.14309 -1.75852
H13 -5.49646 2.82573 1.38744
C14 -0.30451 4.96561 -3.32669
C15 3.66214 3.17199 4.43220
H14 -3.80567 -1.84366 -2.18968
Se1 -0.20100 -0.26271 2.44509
H15 -2.45708 0.41582 -3.52438
C16 2.83900 0.96274 2.90157
C17 2.21069 2.20675 2.77728
C18 -4.59429 -1.24608 -1.72873
C19 3.89899 0.86451 3.81214
C20 2.61757 3.29607 3.52699
C21 -3.77832 -0.14816 3.55761
As1 -2.50257 0.51534 0.41789
H16 -4.06775 0.94688 -3.97842
H17 1.37691 2.35962 2.11561
H18 0.29890 1.99171 -4.82033
H19 -2.49437 -2.22055 0.68553
H20 -0.81364 5.19306 -1.25066
C22 4.29507 1.95056 4.57558
H21 -4.82207 -1.68442 -0.75765
C23 0.01206 4.06589 -4.33500
C24 -5.90774 -0.55865 1.47985
C25 2.82993 -1.81389 3.04869
C26 -5.44240 1.77262 -1.32115
C27 -0.28960 -5.42496 0.35949
W1 -0.04121 0.42227 0.17114
H22 -5.47791 -1.31433 -2.36522
O1 -0.69395 0.20052 -1.54944
H23 -6.01663 1.83471 -2.24564
C28 -2.40380 -4.35967 0.82913
H24 -2.06121 -6.47898 0.90765
H25 4.36028 -4.84071 3.07549
C29 2.65982 -2.84300 5.21892
H26 -3.68858 -1.23356 3.48207
C30 -1.62017 -5.51003 0.71806
Se2 2.01320 1.28369 -0.71316
H27 -4.15162 2.98330 2.51165
O2 0.41152 0.03059 -3.45967
C31 0.23240 -4.16843 0.07914
H28 1.78788 -0.94641 4.71530
H29 -3.44572 -4.44369 1.10817
H30 2.31086 -2.81219 6.24325
H31 -0.31101 6.03002 -3.52298
H32 2.11093 4.24398 3.40200
H33 -2.77848 0.23406 3.77255
H34 -4.42036 0.07756 4.41064
S2 -0.82162 2.76449 -0.04882
C32 -0.58002 4.50547 -2.05313
H35 -5.59459 -1.60005 1.56615
H36 -5.05433 2.76805 -1.09676
H37 -2.95416 2.08360 -3.22836


Model B:
Density functional theory data (ωB97M-V/def2-TZVPD) for C32H37AsNO2PS2Se2Si2W as an isolated structure.

Computed properties:
2S+1: 3
Highest occupied orbital energy (alpha / beta) (eV): -7.35 / -7.47
LUMO (alpha / beta) (eV): -0.7 / -1.9
HOMO-LUMO gap (alpha / beta) (eV): 6.6 / 5.6

Atoms and positions in Å:
H1 4.88174 0.32288 -2.59914
S1 -4.67216 -5.02955 2.46082
C1 0.29866 3.83827 4.45606
H2 2.82373 -1.58101 -5.35331
H3 0.06719 3.17722 6.48327
H4 2.39466 5.76102 -2.19751
H5 4.65286 1.59338 -1.39226
P1 0.54252 1.54606 1.09165
C2 -2.82569 -1.69182 -2.14061
C3 0.27235 1.14203 3.78912
C4 2.02768 4.96941 -1.55654
H6 3.11394 1.84299 -3.30517
H7 4.76579 -0.35542 1.69129
C5 3.78999 -0.13871 1.24874
H8 0.24934 0.09066 3.52738
Si1 3.76623 -0.58253 -0.56820
C6 -2.49962 -2.31645 4.22959
O1 -1.12138 0.55663 -1.46791
C7 0.34487 3.32637 -1.03271
H9 3.72922 -1.52092 -3.83892
C8 -2.72046 -2.49279 5.57747
H10 -6.05813 -0.77779 -4.09862
C9 4.91839 0.54296 -1.53010
H11 0.04459 0.77564 5.88180
H12 3.06072 1.43276 -5.02211
H13 -1.84143 -1.54295 3.85559
C10 -4.31062 -0.04723 -3.09805
C11 -5.15579 -1.03650 -3.56067
H14 -3.81704 -4.14031 0.32711
C12 -3.75364 -4.00039 1.39848
H15 3.58049 0.92148 1.40816
H16 0.50685 4.21566 2.36100
C13 1.08080 2.93219 0.08962
H17 -0.60228 2.85634 -1.26297
H18 5.94887 0.40349 -1.19445
H19 -2.22275 -1.84538 6.28833
Se1 0.38033 -2.05993 1.53391
C14 2.46148 1.50374 -4.11125
C15 -3.67486 -2.68508 -2.63875
C16 -4.23553 -4.33508 5.16937
C17 0.41439 2.10419 2.78205
H20 -3.41868 -3.72189 -2.45531
C18 -3.58295 -3.49512 6.04695
C19 4.22936 -2.37990 -0.80656
H21 -3.73973 -3.61105 7.11140
S2 -1.45855 -2.33366 -1.19969
H22 5.27973 -2.53866 -0.54781
C20 2.72557 -1.58164 -4.26481
H23 3.03797 -0.72089 1.78544
O2 -2.54197 1.94311 -2.41568
H24 2.86732 3.27351 1.24892
C21 0.15259 1.52844 5.11163
H25 -4.52221 0.99813 -3.27617
Si2 1.66126 -0.14533 -3.69854
H26 4.08411 -2.69927 -1.84010
Se2 -2.42394 0.26776 1.43781
H27 -4.90155 -5.10872 5.52811
C22 -2.26117 0.81392 -2.06378
N1 -3.03105 -3.09485 1.94780
C23 -3.14350 -0.35176 -2.39648
C24 -0.06161 -0.26760 -4.38813
H28 2.28802 -2.53366 -3.95829
H29 0.23921 4.65952 -2.69959
C25 -3.15517 -3.15853 3.32784
H30 -0.03968 -0.38766 -5.47459
C26 0.82263 4.34790 -1.84231
C27 0.42439 3.45978 3.13043
H31 3.61466 -3.01977 -0.17071
C28 2.76321 4.58285 -0.44083
H32 -0.63515 0.63172 -4.15968
H33 0.29367 4.88945 4.71359
C29 -4.82310 -2.36678 -3.33722
C30 -4.01247 -4.15627 3.80434
H34 3.70218 5.07022 -0.21159
H35 1.69718 2.26825 -4.25860
C31 2.29301 3.57404 0.37980
As1 1.55177 -0.33473 -1.34366
C32 0.16612 2.87601 5.44840
H36 -5.46383 -3.15929 -3.70344
H37 -0.58692 -1.12449 -3.95914
W1 -0.69700 -0.56855 0.20868


Of them, model A has the lowest stability.